Below is 2 unconnected molecules or ions with the total composition C19H31F7O7PS, with properties calculated with ωB97M-V/def2-TZVPD.

XYZ file:
```
66
Properties=species:S:1:pos:R:3
C 1.84 2.62 -1.63
C 0.73 2.04 -2.06
C -0.48 1.03 -2.37
C -1.94 1.73 -2.07
C -1.90 2.82 -0.88
O -1.56 4.14 -1.43
C -0.46 -0.34 -1.50
C 0.91 -1.18 -1.57
C 1.84 -1.08 -0.25
C 1.06 -1.26 1.15
C 1.30 0.14 1.98
C 0.31 0.30 3.25
C -0.75 1.51 2.96
C -2.21 1.03 2.46
O -2.28 -0.40 2.17
C -3.33 -0.73 1.25
C -3.19 -2.19 0.52
O -4.34 0.01 1.01
C 0.46 -2.76 -1.69
O 1.58 -3.68 -1.74
C 1.71 -4.35 -3.01
C 3.12 -3.99 -3.78
O 1.76 -0.89 -2.72
S 0.88 -0.67 -4.14
O 1.85 -0.01 -5.13
O 0.40 -1.95 -4.80
C -0.53 0.57 -3.94
F -0.42 1.68 -4.85
H 2.64 3.22 -1.05
H -2.71 0.90 -1.81
H -2.33 2.24 -3.02
H -1.23 2.54 0.02
H -2.98 2.91 -0.46
H -2.38 4.70 -1.41
H -1.30 -1.02 -1.96
H -0.82 -0.07 -0.44
H 2.69 -1.88 -0.26
H 2.39 -0.06 -0.28
H 1.52 -2.10 1.81
H -0.09 -1.46 1.02
H 1.18 0.98 1.19
H 2.43 0.12 2.27
H -0.16 -0.69 3.60
H 0.98 0.67 4.14
H -0.80 2.18 3.92
H -0.32 2.21 2.13
H -2.54 1.71 1.59
H -2.96 1.25 3.33
H -3.48 -2.98 1.31
H -3.86 -2.17 -0.41
H -2.08 -2.36 0.23
H -0.09 -2.98 -0.68
H -0.33 -2.90 -2.51
H 1.80 -5.50 -2.77
H 0.81 -4.26 -3.72
H 3.01 -3.99 -4.93
H 3.94 -4.74 -3.42
H 3.44 -2.96 -3.35
H -1.54 -0.01 -4.06
F 2.62 3.60 6.85
P 1.26 3.20 6.12
F 0.56 1.77 6.23
F 0.86 3.44 7.64
F -0.17 3.79 5.72
F 2.13 2.22 5.19
F 1.57 4.36 5.07
```

The total energy comes out at -73679.8863 eV. As for the multiplicity: 1. Its frontier orbital gap is 9.4 eV. Its charge is -1. Its LUMO energy is 1.780 eV. The calculation puts the HOMO energy at -7.6 eV.


Below is a molecular structure, C19H31IrN4O6PS3, with properties calculated with ωB97M-V/def2-TZVPD.

XYZ file:
```
65
Properties=species:S:1:pos:R:3
Ir 0.50 -0.17 -0.58
N -0.61 -1.95 -0.72
N -1.87 -1.69 -0.12
C -2.09 -0.44 0.47
O -3.20 -0.08 0.76
O -0.98 0.25 0.74
H -0.72 -2.20 -1.70
H -0.17 -2.73 -0.24
H -2.67 -2.11 -0.55
S 2.27 -1.06 3.49
C 1.30 -0.41 2.26
N 1.51 -0.87 1.06
C 2.54 -1.82 1.05
C 3.03 -2.50 -0.06
C 4.04 -3.42 0.13
C 4.56 -3.66 1.41
C 4.09 -2.99 2.51
C 3.07 -2.06 2.32
H 0.54 0.34 2.46
H 2.64 -2.29 -1.05
H 4.44 -3.96 -0.71
H 5.36 -4.38 1.53
H 4.49 -3.17 3.50
S 1.50 1.98 -0.26
C 0.20 3.04 -0.63
N -1.06 2.83 -0.36
C -1.98 3.94 -0.62
C -1.30 4.80 -1.68
S 0.49 4.57 -1.37
H -1.35 1.95 0.07
H -2.12 4.50 0.31
H -2.94 3.56 -0.95
H -1.56 5.85 -1.59
H -1.51 4.45 -2.68
C -1.29 -3.47 -4.73
C -0.25 -2.39 -4.98
C 1.16 -2.94 -4.89
C -0.52 -1.66 -6.28
O -0.48 -1.44 -3.86
P 0.46 -0.34 -3.26
O 1.53 -0.93 -2.30
O -0.44 0.49 -2.34
O 1.07 0.37 -4.50
C 2.32 1.13 -4.75
C 1.97 2.04 -5.91
C 2.72 1.91 -3.52
C 3.38 0.11 -5.12
H -1.27 -4.19 -5.55
H -2.29 -3.04 -4.68
H -1.08 -4.01 -3.81
H 1.26 -3.77 -5.60
H 1.37 -3.32 -3.89
H 1.90 -2.19 -5.15
H -0.39 -2.36 -7.11
H 0.17 -0.84 -6.42
H -1.54 -1.28 -6.31
H 1.19 2.74 -5.62
H 1.63 1.45 -6.76
H 2.86 2.60 -6.21
H 1.93 2.60 -3.23
H 3.61 2.50 -3.75
H 2.95 1.25 -2.68
H 3.09 -0.44 -6.02
H 3.54 -0.60 -4.30
H 4.32 0.62 -5.33
```

The total energy comes out at -83086.3250 eV. As for the multiplicity: 1. Its frontier orbital gap is 8.7 eV. The energy relative to the best compared isomer or geometry (same formula, charge and spin) is 2.8 kcal per mole. Its charge is +1. Its LUMO energy is -2.547 eV. The calculation puts the HOMO energy at -11.3 eV.


Below is a molecular structure, C19H31N2O6Ru, with properties calculated with ωB97M-V/def2-TZVPD.

XYZ file:
```
59
Properties=species:S:1:pos:R:3
Ru -0.75 -0.05 -0.03
O 0.78 -1.34 -4.12
C 0.13 -1.39 -2.98
O -0.54 -0.48 -2.53
C 0.31 -2.73 -2.32
O -0.59 -2.81 -1.22
C -0.32 -3.71 -0.28
C 0.37 -2.80 1.30
O 1.21 -3.54 1.68
O -0.26 -1.78 1.47
H 0.65 -0.49 -4.57
H 1.35 -2.85 -2.01
H 0.08 -3.52 -3.05
H 0.43 -4.46 -0.49
H -1.21 -4.04 0.25
C -0.66 1.87 2.64
C -2.14 1.46 2.73
C -2.38 0.59 3.95
C -2.57 0.81 1.43
C -2.53 1.54 0.22
C -2.88 0.95 -1.00
C -3.32 -0.38 -1.07
C -3.76 -0.98 -2.36
C -3.35 -1.11 0.13
C -2.99 -0.53 1.35
H -0.33 2.32 3.57
H -0.48 2.59 1.84
H -0.03 0.98 2.47
H -2.74 2.37 2.83
H -1.77 -0.32 3.93
H -3.42 0.31 4.06
H -2.10 1.14 4.85
H -2.23 2.59 0.24
H -2.82 1.54 -1.91
H -4.78 -0.66 -2.59
H -3.76 -2.07 -2.32
H -3.13 -0.65 -3.18
H -3.67 -2.14 0.11
H -3.00 -1.13 2.25
C 2.91 3.08 0.14
N 2.10 2.03 -0.48
C 0.93 2.48 -1.21
C 2.30 0.72 -0.26
O 1.32 -0.11 -0.25
N 3.52 0.24 -0.04
C 4.75 0.86 -0.54
C 3.70 -1.08 0.57
H 2.24 3.80 0.61
H 3.52 3.61 -0.60
H 3.55 2.66 0.90
H 1.23 3.28 -1.90
H 0.17 2.89 -0.54
H 0.52 1.67 -1.81
H 4.51 1.64 -1.26
H 5.34 0.09 -1.04
H 5.34 1.28 0.27
H 2.82 -1.35 1.15
H 4.57 -1.05 1.22
H 3.87 -1.84 -0.20
```

The total energy comes out at -38036.7770 eV. As for the multiplicity: 6. Its frontier orbital gap (alpha / beta) is 9.7 / 7.3 eV. As for the expectation value of S²: 8.77. Its charge is +2. Its LUMO energy (alpha / beta) is -5.276 / -7.890 eV. The calculation puts the HOMO energy (alpha / beta) at -15.0 / -15.2 eV.


Below is a single C19H31N5O3 molecule, with properties calculated with ωB97M-V/def2-TZVPD.

XYZ file:
```
58
Properties=species:S:1:pos:R:3
C 0.36 4.43 2.14
C -0.98 3.75 2.41
C -1.04 3.18 3.83
C -2.33 2.41 4.05
O -2.47 1.36 3.10
C -2.53 1.87 1.79
C -1.24 2.61 1.42
C -1.39 3.15 0.00
O -1.94 4.23 -0.19
N -0.93 2.39 -1.03
C -1.06 2.87 -2.39
C -0.30 1.09 -0.86
C 1.22 1.15 -0.72
C 1.81 -0.26 -0.61
C 2.82 -0.61 -1.72
C 3.09 -2.10 -1.71
O 4.01 -2.56 -1.05
N 2.24 -2.92 -2.41
C 2.32 -4.35 -2.13
C 1.47 -4.71 -0.89
C 0.17 -3.99 -1.04
C -0.10 -3.01 -1.95
N -1.36 -2.57 -1.76
N -1.89 -3.24 -0.78
N -0.97 -4.10 -0.33
C -1.27 -4.98 0.78
C 0.93 -2.50 -2.91
H 1.18 3.72 2.23
H 0.38 4.87 1.14
H 0.54 5.23 2.86
H -1.78 4.48 2.28
H -0.19 2.51 4.00
H -0.97 3.99 4.56
H -2.35 1.93 5.03
H -3.19 3.08 3.98
H -2.70 1.02 1.13
H -3.37 2.56 1.68
H -0.41 1.91 1.49
H -1.39 3.90 -2.37
H -0.10 2.80 -2.91
H -1.79 2.27 -2.94
H -0.73 0.56 -0.01
H -0.57 0.48 -1.74
H 1.64 1.68 -1.58
H 1.47 1.75 0.15
H 2.31 -0.40 0.35
H 1.00 -0.99 -0.63
H 2.44 -0.27 -2.69
H 3.77 -0.11 -1.54
H 1.94 -4.88 -3.00
H 3.36 -4.61 -1.97
H 1.34 -5.79 -0.83
H 1.99 -4.39 0.01
H -0.58 -4.81 1.60
H -2.29 -4.76 1.10
H -1.21 -6.02 0.47
H 0.87 -1.42 -2.99
H 0.78 -2.91 -3.91
```

The total energy comes out at -33799.4173 eV. As for the multiplicity: 1. Its frontier orbital gap is 9.7 eV. The energy relative to the best compared isomer or geometry (same formula, charge and spin) is 42.0 kcal per mole. Its LUMO energy is 0.575 eV. The calculation puts the HOMO energy at -9.1 eV. Its structure (SMILES) is C[C@@H]1CCOC[C@H]1C(=O)N(C)CCCCC(=O)N1CCc2c(nnn2C)C1.